[1]
A cluster of 3 separate species, C14H40BNO9P3 in total in a non-equilibrium geometry. Source: the OMol25 dataset; level of theory: the ωB97M-V functional and the def2-TZVPD basis.

Element x y z (Å)
C1 -2.358 -1.101 0.492
N1 -0.860 -1.314 0.523
C2 -0.149 -0.370 1.468
B1 -0.287 -0.986 -0.876
O1 0.409 -2.126 -1.550
P1 -0.486 0.753 -1.719
H1 -2.917 -2.127 0.716
H2 -2.754 -0.319 1.286
H3 -2.698 -0.731 -0.588
H4 0.947 -0.222 1.020
H5 -0.638 0.689 1.573
H6 0.002 -0.895 2.530
H7 0.248 -2.940 -0.976
H8 -1.340 0.650 -2.891
H9 -1.200 1.567 -0.727
H10 0.765 1.427 -1.954
O2 0.150 -3.067 5.440
P2 1.563 -3.656 5.676
O3 1.325 -4.975 4.704
C3 1.498 -4.760 3.310
C4 2.940 -4.438 2.957
O4 1.098 -4.305 7.139
C5 -0.048 -3.835 7.843
C6 -1.291 -4.615 7.434
O5 3.141 -4.313 5.939
C7 3.488 -5.049 7.112
C8 2.895 -6.454 7.144
H11 0.833 -3.959 2.976
H12 1.198 -5.678 2.796
H13 3.253 -3.488 3.407
H14 3.068 -4.351 1.877
H15 3.620 -5.211 3.335
H16 -0.177 -2.754 7.710
H17 0.135 -3.988 8.910
H18 -1.404 -4.688 6.347
H19 -2.191 -4.146 7.845
H20 -1.230 -5.640 7.808
H21 3.224 -4.478 7.998
H22 4.580 -5.140 7.108
H23 1.817 -6.480 6.972
H24 3.089 -6.920 8.115
H25 3.339 -7.078 6.361
O6 -1.622 3.617 -4.271
P3 -1.507 5.046 -4.855
O7 -2.123 4.638 -6.337
C9 -3.540 4.569 -6.424
C10 -4.190 5.930 -6.241
O8 0.117 4.838 -5.167
C11 0.887 3.832 -4.514
C12 0.867 2.534 -5.310
O9 -1.379 6.643 -5.508
C13 -0.152 7.183 -5.997
C14 0.276 6.599 -7.340
H26 -3.920 3.860 -5.683
H27 -3.790 4.181 -7.416
H28 -4.011 6.320 -5.232
H29 -5.270 5.870 -6.387
H30 -3.777 6.661 -6.946
H31 0.552 3.687 -3.480
H32 1.917 4.196 -4.450
H33 -0.145 2.235 -5.603
H34 1.315 1.720 -4.730
H35 1.434 2.654 -6.237
H36 0.625 7.079 -5.244
H37 -0.319 8.258 -6.132
H38 0.297 5.507 -7.356
H39 1.277 6.955 -7.601
H40 -0.420 6.899 -8.130

Summary:
DFT total energy (Ha): -2337.84179
Net charge: +1

How positive or negative is each atom? The natural (NBO) charges in e answer that:
1. C -0.44
2. N -0.73
3. C -0.45
4. B 0.87
5. O -0.85
6. P 0.35
7. H 0.25
8. H 0.23
9. H 0.17
10. H 0.20
11. H 0.19
12. H 0.27
13. H 0.53
14. H 0.16
15. H 0.12
16. H 0.14
17. O -0.90
18. P 2.29
19. O -0.77
20. C -0.07
21. C -0.63
22. O -0.82
23. C -0.06
24. C -0.64
25. O -0.75
26. C -0.05
27. C -0.64
28. H 0.16
29. H 0.19
30. H 0.19
31. H 0.21
32. H 0.23
33. H 0.19
34. H 0.18
35. H 0.22
36. H 0.22
37. H 0.21
38. H 0.19
39. H 0.19
40. H 0.24
41. H 0.22
42. H 0.21
43. O -0.95
44. P 2.32
45. O -0.77
46. C -0.08
47. C -0.63
48. O -0.82
49. C -0.05
50. C -0.64
51. O -0.73
52. C -0.06
53. C -0.64
54. H 0.17
55. H 0.20
56. H 0.19
57. H 0.23
58. H 0.23
59. H 0.16
60. H 0.19
61. H 0.23
62. H 0.19
63. H 0.23
64. H 0.19
65. H 0.20
66. H 0.23
67. H 0.22
68. H 0.21



[2]
A cluster of 7 separate species, C14H40BrO10 in total in a non-equilibrium geometry. Source: the OMol25 dataset; level of theory: the ωB97M-V functional and the def2-TZVPD basis.

Element x y z (Å)
Br1 20.712 -22.016 9.030
C1 27.828 -20.397 7.883
C2 26.412 -20.697 7.550
C3 26.255 -21.836 6.561
O1 25.740 -20.890 8.786
H1 28.299 -20.067 6.957
H2 28.366 -21.122 8.494
H3 27.872 -19.510 8.514
H4 26.020 -19.819 7.037
H5 26.624 -21.634 5.556
H6 25.240 -22.195 6.389
H7 26.813 -22.710 6.897
H8 24.794 -20.982 8.651
C4 26.737 -25.469 12.117
C5 25.520 -25.964 11.402
C6 24.220 -25.331 11.784
O2 25.743 -25.516 10.120
H9 27.709 -25.734 11.702
H10 26.610 -25.901 13.109
H11 26.884 -24.395 12.240
H12 25.383 -27.045 11.367
H13 23.318 -25.890 11.533
H14 24.047 -24.333 11.382
H15 24.128 -25.241 12.867
H16 25.346 -24.643 10.154
C7 21.316 -14.809 10.512
C8 21.389 -16.129 9.766
O3 20.405 -17.092 10.229
O4 21.810 -14.987 11.817
H17 20.288 -14.461 10.617
H18 21.918 -14.068 9.985
H19 22.340 -16.660 9.731
H20 20.969 -15.992 8.769
H21 20.641 -18.001 10.026
H22 22.651 -15.450 11.788
C9 16.664 -22.359 13.186
C10 17.965 -21.519 13.384
O5 19.080 -22.422 13.389
O6 16.627 -23.010 11.975
H23 15.825 -21.665 13.237
H24 16.487 -23.070 13.994
H25 17.966 -20.926 14.299
H26 18.035 -20.811 12.559
H27 19.575 -22.256 12.583
H28 17.530 -23.290 11.812
C11 17.857 -19.824 4.977
C12 18.949 -20.425 4.032
O7 20.249 -20.202 4.483
O8 17.528 -20.696 5.991
H29 16.996 -19.433 4.435
H30 18.251 -18.856 5.288
H31 18.845 -19.929 3.067
H32 18.712 -21.475 3.861
H33 20.392 -20.724 5.276
H34 18.383 -20.948 6.349
C13 16.471 -25.447 5.144
C14 17.655 -25.702 6.128
O9 17.392 -25.146 7.430
O10 15.394 -26.272 5.457
H35 16.651 -25.722 4.105
H36 16.125 -24.414 5.163
H37 18.636 -25.414 5.752
H38 17.815 -26.778 6.194
H39 18.123 -24.538 7.558
H40 14.746 -26.106 4.768

Summary:
DFT total energy (Ha): -3883.76879
Net charge: -1

How positive or negative is each atom? The natural (NBO) charges in e answer that:
1. Br -0.99
2. C -0.62
3. C 0.09
4. C -0.64
5. O -0.73
6. H 0.20
7. H 0.21
8. H 0.21
9. H 0.15
10. H 0.21
11. H 0.22
12. H 0.21
13. H 0.49
14. C -0.62
15. C 0.07
16. C -0.64
17. O -0.71
18. H 0.22
19. H 0.19
20. H 0.21
21. H 0.17
22. H 0.23
23. H 0.21
24. H 0.20
25. H 0.46
26. C -0.08
27. C -0.10
28. O -0.75
29. O -0.72
30. H 0.19
31. H 0.16
32. H 0.17
33. H 0.18
34. H 0.49
35. H 0.46
36. C -0.07
37. C -0.10
38. O -0.74
39. O -0.71
40. H 0.16
41. H 0.15
42. H 0.16
43. H 0.18
44. H 0.49
45. H 0.48
46. C -0.09
47. C -0.09
48. O -0.72
49. O -0.70
50. H 0.17
51. H 0.15
52. H 0.16
53. H 0.16
54. H 0.48
55. H 0.47
56. C -0.08
57. C -0.09
58. O -0.71
59. O -0.72
60. H 0.15
61. H 0.17
62. H 0.18
63. H 0.17
64. H 0.49
65. H 0.46



[3]
A cluster of 6 separate species, C14H40N4O6 in total in a non-equilibrium geometry. Source: the OMol25 dataset; level of theory: the ωB97M-V functional and the def2-TZVPD basis.

Element x y z (Å)
N1 -2.449 -2.841 3.350
C1 -2.049 -1.567 3.643
N2 -1.343 -0.958 2.729
O1 -2.207 -1.162 4.780
H1 -2.159 -3.360 2.528
H2 -3.112 -3.327 3.952
H3 -1.042 -0.069 3.136
H4 -1.294 -1.232 1.796
N3 5.947 -0.362 -4.270
C2 5.511 0.261 -3.136
N4 5.735 1.538 -3.064
O2 4.896 -0.275 -2.279
H5 5.701 -1.331 -4.273
H6 5.796 0.125 -5.133
H7 5.166 1.958 -2.340
H8 6.442 2.085 -3.497
C3 0.077 1.784 0.498
C4 0.935 0.778 -0.223
C5 2.422 1.204 -0.208
O3 0.724 -0.565 0.210
H9 -0.966 1.504 0.662
H10 0.129 2.721 -0.069
H11 0.485 1.998 1.527
H12 0.651 0.809 -1.273
H13 3.077 0.551 -0.727
H14 2.818 1.425 0.787
H15 2.465 2.125 -0.782
H16 1.237 -0.691 1.014
C6 -4.224 -0.941 -1.113
C7 -3.461 -2.250 -1.054
C8 -1.993 -2.028 -1.053
O4 -3.907 -2.997 0.065
H17 -3.828 -0.488 -1.987
H18 -4.064 -0.274 -0.236
H19 -5.321 -1.019 -1.062
H20 -3.728 -2.806 -1.948
H21 -1.686 -1.463 -1.987
H22 -1.310 -2.889 -1.125
H23 -1.677 -1.477 -0.145
H24 -4.072 -2.364 0.783
C9 1.597 -0.917 -5.567
C10 0.941 0.187 -4.685
C11 -0.255 -0.306 -3.859
O5 1.927 0.817 -3.852
H25 2.150 -0.488 -6.400
H26 0.862 -1.604 -5.905
H27 2.173 -1.456 -4.850
H28 0.622 0.985 -5.328
H29 -1.071 -0.719 -4.422
H30 -0.596 0.543 -3.256
H31 0.062 -1.073 -3.135
H32 2.540 0.187 -3.400
C12 -2.354 2.129 4.765
C13 -0.805 1.902 5.166
C14 -0.678 1.841 6.689
O6 -0.252 0.716 4.582
H33 -2.749 1.479 3.995
H34 -2.567 3.137 4.415
H35 -2.941 1.893 5.665
H36 -0.255 2.760 4.744
H37 0.360 1.762 6.965
H38 -1.454 1.282 7.130
H39 -0.900 2.837 7.051
H40 -0.682 -0.027 5.019

Summary:
SMILES: NC(N)=O.NC(N)=O.CC(C)O.CC(C)O.CC(C)O.CC(C)O
DFT total energy (Ha): -1227.89372

How positive or negative is each atom? The natural (NBO) charges in e answer that:
1. N -0.86
2. C 0.77
3. N -0.85
4. O -0.71
5. H 0.39
6. H 0.40
7. H 0.44
8. H 0.40
9. N -0.85
10. C 0.76
11. N -0.83
12. O -0.67
13. H 0.39
14. H 0.39
15. H 0.41
16. H 0.40
17. C -0.64
18. C 0.09
19. C -0.65
20. O -0.73
21. H 0.22
22. H 0.21
23. H 0.20
24. H 0.18
25. H 0.24
26. H 0.20
27. H 0.21
28. H 0.47
29. C -0.63
30. C 0.08
31. C -0.62
32. O -0.72
33. H 0.21
34. H 0.20
35. H 0.22
36. H 0.17
37. H 0.21
38. H 0.22
39. H 0.20
40. H 0.46
41. C -0.63
42. C 0.11
43. C -0.65
44. O -0.75
45. H 0.21
46. H 0.21
47. H 0.20
48. H 0.17
49. H 0.21
50. H 0.22
51. H 0.21
52. H 0.48
53. C -0.65
54. C 0.11
55. C -0.65
56. O -0.75
57. H 0.22
58. H 0.20
59. H 0.20
60. H 0.17
61. H 0.22
62. H 0.22
63. H 0.21
64. H 0.50



[4]
A cluster of 3 separate species, C14H40N6O7P2S2 in total in a non-equilibrium geometry. Source: the OMol25 dataset; level of theory: the ωB97M-V functional and the def2-TZVPD basis.

Element x y z (Å)
C1 -1.206 0.758 -4.731
N1 -0.925 1.685 -3.657
C2 0.222 2.530 -3.955
P1 -1.242 1.426 -1.997
O1 -1.381 2.815 -1.486
N2 -2.849 0.813 -1.728
C3 -3.757 0.566 -2.838
C4 -3.574 1.534 -0.679
N3 -0.530 -0.058 -1.763
C5 0.930 -0.061 -1.622
C6 -1.138 -1.370 -1.871
H1 -0.438 -0.023 -4.847
H2 -1.254 1.313 -5.671
H3 -2.169 0.277 -4.622
H4 1.180 2.013 -3.798
H5 0.212 3.421 -3.327
H6 0.186 2.869 -4.992
H7 -3.866 1.431 -3.505
H8 -4.745 0.320 -2.445
H9 -3.460 -0.305 -3.424
H10 -4.006 2.475 -1.032
H11 -2.921 1.760 0.162
H12 -4.380 0.898 -0.306
H13 1.430 -0.288 -2.571
H14 1.253 -0.791 -0.878
H15 1.286 0.913 -1.278
H16 -1.433 -1.609 -2.897
H17 -1.998 -1.477 -1.214
H18 -0.409 -2.122 -1.564
C7 5.163 -4.821 2.572
N4 4.568 -3.777 1.767
C8 5.575 -2.896 1.188
P2 3.029 -3.078 2.001
O2 2.677 -2.605 0.640
N5 1.798 -4.290 2.249
C9 2.122 -5.709 2.254
C10 0.614 -4.082 1.416
N6 3.096 -2.680 3.618
C11 3.841 -1.463 3.951
C12 2.681 -3.482 4.752
H19 5.625 -4.449 3.500
H20 5.947 -5.312 1.990
H21 4.457 -5.599 2.831
H22 5.958 -2.161 1.910
H23 5.162 -2.354 0.339
H24 6.421 -3.478 0.817
H25 2.690 -6.022 1.368
H26 1.199 -6.290 2.285
H27 2.670 -6.001 3.151
H28 0.751 -4.446 0.390
H29 0.350 -3.029 1.364
H30 -0.232 -4.610 1.862
H31 4.870 -1.682 4.257
H32 3.350 -0.914 4.756
H33 3.880 -0.790 3.092
H34 3.304 -4.372 4.884
H35 1.638 -3.779 4.681
H36 2.780 -2.887 5.662
C13 -1.981 5.805 -0.391
S1 -3.682 6.163 -0.670
O3 -4.379 4.952 -0.966
O4 -3.811 7.179 -1.665
O5 -4.147 6.694 0.795
C14 -5.142 7.658 0.815
O6 -4.948 8.806 0.607
O7 -6.323 7.122 1.186
S2 -7.568 7.460 0.086
H37 -1.840 4.753 -0.157
H38 -1.405 6.143 -1.245
H39 -1.668 6.379 0.482
H40 -8.106 6.232 0.110

Summary:
SMILES: CN(C)P(=O)(N(C)C)N(C)C.CN(C)P(=O)(N(C)C)N(C)C.CS(=O)(=O)OC(=O)OS
DFT total energy (Ha): -2891.65405

How positive or negative is each atom? The Mulliken charges in e answer that:
1. C -0.82
2. N 0.25
3. C -1.00
4. P 0.01
5. O -0.55
6. N 0.27
7. C -1.21
8. C -1.14
9. N 0.37
10. C -0.96
11. C -0.83
12. H 0.26
13. H 0.37
14. H 0.15
15. H 0.29
16. H 0.20
17. H 0.38
18. H 0.35
19. H 0.42
20. H 0.32
21. H 0.40
22. H 0.33
23. H 0.36
24. H 0.27
25. H 0.35
26. H 0.31
27. H 0.24
28. H 0.27
29. H 0.38
30. C -0.82
31. N 0.24
32. C -1.00
33. P 0.25
34. O -0.79
35. N 0.25
36. C -1.20
37. C -1.13
38. N 0.26
39. C -1.06
40. C -0.84
41. H 0.25
42. H 0.38
43. H 0.16
44. H 0.30
45. H 0.23
46. H 0.38
47. H 0.36
48. H 0.41
49. H 0.30
50. H 0.33
51. H 0.37
52. H 0.38
53. H 0.32
54. H 0.40
55. H 0.33
56. H 0.25
57. H 0.27
58. H 0.40
59. C -0.83
60. S 1.22
61. O -0.58
62. O -0.62
63. O -0.22
64. C 0.57
65. O -0.41
66. O -0.26
67. S -0.04
68. H 0.25
69. H 0.32
70. H 0.40
71. H 0.17